A molecular structure, C2FLi2O2Rb. Source: the OMol25 dataset; level of theory: the ωB97M-V functional and the def2-TZVPD basis.

Positions of all 8 atoms, in Å:
1 C -0.457 1.126 -1.069
2 O -0.782 1.032 -2.296
3 Rb 2.550 -0.440 4.599
4 Li -0.781 -0.878 -2.289
5 F -0.384 -1.929 -0.928
6 C -0.126 1.197 0.118
7 O 0.288 0.807 1.324
8 Li -0.309 -0.914 0.541

Output
calculated total energy	-9951.2821	eV
energy above the lowest of the compared OMol25 structures with the same formula, charge and spin	0.19	kcal/mol
maximum force	0.0261	Eh/bohr
gap between HOMO and LUMO (spin up / spin down)	2.6011 / 2.1488	eV

=====

A molecular structure, C32H59ClFeN7O6. Source: the OMol25 dataset; level of theory: the ωB97M-V functional and the def2-TZVPD basis.

Positions of all 106 atoms, in Å:
1 Fe 0.073 4.264 2.521
2 Cl -0.414 -0.036 -0.131
3 O -0.147 1.416 -0.218
4 O -0.851 -0.513 -1.433
5 O 0.683 -0.746 0.444
6 O -1.561 -0.269 0.711
7 C 2.837 7.001 0.229
8 C 1.571 6.209 0.297
9 C 1.509 5.257 -0.941
10 O 1.165 5.508 1.439
11 H 2.838 7.860 0.900
12 H 3.031 7.550 -0.692
13 H 3.632 6.295 0.469
14 H 0.789 6.951 0.136
15 H 1.848 5.705 -1.875
16 H 0.463 4.951 -0.966
17 H 1.971 4.299 -0.702
18 C -2.269 2.448 4.146
19 O -1.153 2.948 3.365
20 H -3.209 2.464 3.594
21 H -2.062 1.385 4.268
22 H -2.390 2.852 5.151
23 C -2.407 -2.500 5.237
24 C -1.550 -2.367 3.943
25 C -0.144 -1.769 4.104
26 C 1.000 -2.379 4.729
27 N 1.860 -2.919 5.312
28 H -2.779 -1.503 5.475
29 H -1.751 -3.035 5.924
30 H -3.270 -3.104 4.958
31 H -2.161 -1.715 3.319
32 H -1.309 -3.245 3.344
33 H -0.162 -0.755 4.502
34 H 0.211 -1.428 3.132
35 C 2.249 3.794 -4.456
36 C 2.068 2.271 -4.457
37 C 0.968 1.843 -3.528
38 C -0.290 2.137 -4.187
39 N -1.275 2.435 -4.772
40 H 2.540 4.140 -3.465
41 H 1.358 4.402 -4.616
42 H 2.929 4.184 -5.214
43 H 2.990 1.788 -4.133
44 H 1.838 1.955 -5.474
45 H 1.122 2.450 -2.635
46 H 1.047 0.789 -3.260
47 C 4.049 1.172 4.758
48 C 4.270 0.646 3.263
49 C 3.087 0.551 2.346
50 C 2.217 1.762 2.370
51 N 1.502 2.661 2.297
52 H 3.648 0.428 5.446
53 H 3.349 2.008 4.755
54 H 4.905 1.566 5.306
55 H 4.928 -0.222 3.288
56 H 4.955 1.305 2.730
57 H 2.498 -0.366 2.381
58 H 3.350 0.536 1.289
59 C -4.945 4.713 -1.566
60 C -4.289 3.349 -1.442
61 C -3.666 2.856 -0.067
62 C -2.411 3.551 0.197
63 N -1.403 4.103 0.464
64 H -5.905 4.695 -1.049
65 H -5.175 4.797 -2.628
66 H -4.388 5.501 -1.059
67 H -3.506 3.176 -2.179
68 H -4.994 2.563 -1.710
69 H -3.442 1.790 -0.121
70 H -4.254 2.968 0.844
71 C 1.563 -3.835 -4.019
72 C 0.087 -3.423 -3.760
73 C -0.678 -2.982 -4.993
74 C -0.776 -3.877 -6.169
75 N -0.938 -4.610 -7.109
76 H 1.767 -4.765 -4.549
77 H 2.095 -4.037 -3.089
78 H 2.073 -2.924 -4.331
79 H 0.081 -2.731 -2.918
80 H -0.453 -4.274 -3.346
81 H -0.219 -2.086 -5.410
82 H -1.675 -2.664 -4.687
83 C -3.627 -5.059 -2.486
84 C -4.015 -3.671 -1.907
85 C -3.140 -3.049 -0.899
86 C -3.307 -3.651 0.410
87 N -3.403 -4.134 1.439
88 H -3.734 -5.668 -1.589
89 H -2.641 -5.270 -2.899
90 H -4.237 -5.428 -3.311
91 H -5.059 -3.680 -1.595
92 H -4.090 -3.085 -2.823
93 H -3.316 -1.975 -0.842
94 H -2.076 -3.061 -1.135
95 C 3.521 -3.778 2.190
96 C 2.157 -4.006 1.578
97 C 1.980 -5.100 0.661
98 C 2.792 -6.267 1.003
99 N 3.415 -7.183 1.258
100 H 3.869 -4.785 2.419
101 H 3.525 -3.224 3.128
102 H 4.291 -3.492 1.474
103 H 1.747 -3.134 1.068
104 H 1.473 -4.243 2.393
105 H 2.200 -4.838 -0.374
106 H 0.939 -5.387 0.812

Output
calculated total energy	-103751.6441	eV
multiplicity	6
maximum force	0.1133	Eh/bohr
gap between HOMO and LUMO (spin up / spin down)	8.5670 / 6.3961	eV

=====

C11H7BrF2NO3PS in the gas phase. Source: the OMol25 dataset; level of theory: the ωB97M-V functional and the def2-TZVPD basis.

Positions of all 27 atoms, in Å:
1 N 0.005 5.138 -1.156
2 C 0.372 4.544 -0.160
3 C 0.623 3.596 0.939
4 C 1.190 2.270 0.440
5 C 0.308 1.542 -0.257
6 C 0.752 0.132 -0.300
7 C 0.203 -1.056 -0.914
8 C 0.800 -2.325 -0.642
9 C 0.096 -3.550 -1.108
10 F 0.899 -4.581 -1.487
11 F -0.576 -3.103 -2.256
12 P -1.011 -4.107 0.406
13 O -2.515 -3.856 0.204
14 O -1.016 -5.645 0.901
15 O -0.730 -3.178 1.609
16 C 2.058 -2.418 -0.042
17 Br 2.788 -4.072 0.480
18 C 2.675 -1.253 0.390
19 C 2.034 0.029 0.278
20 S 2.773 1.538 0.797
21 H -0.291 3.450 1.392
22 H 1.298 4.023 1.708
23 H -0.632 1.775 -0.682
24 H -0.797 -0.993 -1.336
25 H -1.767 -5.790 1.356
26 H -1.062 -2.313 1.183
27 H 3.576 -1.245 0.946

Output
calculated total energy	-114753.8136	eV
maximum force	0.1551	Eh/bohr
SMILES string	N#CCc1cc2cc(C(F)(F)P(=O)(O)O)c(Br)cc2s1
gap between HOMO and LUMO	8.9454	eV

=====

2 unconnected molecules or ions with the total composition C6H9NS. Source: the OMol25 dataset; level of theory: the ωB97M-V functional and the def2-TZVPD basis.

Positions of all 17 atoms, in Å:
1 C 0.544 0.714 0.500
2 C 1.185 1.352 -0.481
3 C -0.551 1.157 1.300
4 C -2.313 -0.402 1.416
5 C 2.412 0.806 -1.185
6 C -2.573 -1.817 0.902
7 N -0.856 1.959 2.155
8 S -3.206 0.338 2.549
9 H 0.703 -0.311 0.465
10 H 0.976 2.386 -0.713
11 H 3.396 1.406 -1.211
12 H 2.152 0.518 -2.230
13 H 2.701 -0.130 -0.632
14 H -3.567 -2.158 0.612
15 H -2.324 -2.560 1.777
16 H -1.715 -1.891 0.223
17 H -1.803 2.031 2.464

Output
calculated total energy	-18688.4244	eV
energy above the lowest of the compared OMol25 structures with the same formula, charge and spin	110.37	kcal/mol
maximum force	0.0612	Eh/bohr
gap between HOMO and LUMO (spin up / spin down)	7.5880 / 7.5866	eV

=====

A molecular structure, CH2F2O3S. Source: the OMol25 dataset; level of theory: the ωB97M-V functional and the def2-TZVPD basis.

Positions of all 9 atoms, in Å:
1 C -0.563 -0.041 0.475
2 O 2.057 0.007 -0.688
3 O 1.640 -1.981 0.712
4 O -0.802 0.580 -0.542
5 F 0.127 1.911 -0.621
6 F -2.521 1.193 -0.733
7 S 1.287 -1.182 -0.440
8 H 0.248 0.113 1.080
9 H -1.474 -0.599 0.756

Output
calculated total energy	-23472.7553	eV
energy above the lowest of the compared OMol25 structures with the same formula, charge and spin	94.34	kcal/mol
maximum force	0.0958	Eh/bohr
gap between HOMO and LUMO (spin up / spin down)	7.7030 / 9.4723	eV

=====

11 unconnected molecules or ions with the total composition H22O11. Source: the OMol25 dataset; level of theory: the ωB97M-V functional and the def2-TZVPD basis.

Positions of all 33 atoms, in Å:
1 O 11.968 -1.864 -18.048
2 H 11.699 -1.691 -17.140
3 H 12.629 -2.563 -17.988
4 O 13.460 3.583 -21.177
5 H 13.900 4.437 -21.210
6 H 13.595 3.184 -22.048
7 O 12.681 0.985 -20.398
8 H 12.945 1.910 -20.362
9 H 12.208 0.840 -19.570
10 O 10.354 3.125 -20.997
11 H 9.859 3.835 -21.417
12 H 11.287 3.364 -21.113
13 O 10.255 -1.643 -20.361
14 H 10.669 -1.885 -19.520
15 H 9.311 -1.628 -20.174
16 O 10.676 1.637 -18.293
17 H 10.000 1.797 -18.963
18 H 10.292 0.999 -17.685
19 O 14.301 -1.559 -20.060
20 H 13.856 -0.994 -19.416
21 H 15.060 -1.928 -19.599
22 O 12.993 3.146 -17.455
23 H 12.207 2.663 -17.738
24 H 13.703 2.493 -17.454
25 O 14.768 0.832 -17.461
26 H 15.085 0.052 -16.997
27 H 15.564 1.276 -17.771
28 O 14.907 0.723 -22.513
29 H 15.526 0.557 -23.231
30 H 15.439 1.122 -21.818
31 O 10.074 0.668 -22.231
32 H 9.426 0.174 -21.726
33 H 10.184 1.508 -21.755

Output
calculated total energy	-22879.5494	eV
energy above the lowest of the compared OMol25 structures with the same formula, charge and spin	45.30	kcal/mol
maximum force	0.0109	Eh/bohr
SMILES string	O.O.O.O.O.O.O.O.O.O.O
gap between HOMO and LUMO	9.3267	eV

=====

A molecular structure, C28H38F5GeIrO5Se4. Source: the OMol25 dataset; level of theory: the ωB97M-V functional and the def2-TZVPD basis.

Positions of all 82 atoms, in Å:
1 Ir 0.759 -0.516 -1.146
2 C 6.671 2.181 -2.651
3 O 6.444 2.609 -1.319
4 C 5.207 2.392 -0.805
5 C 5.056 2.731 0.558
6 C 3.848 2.512 1.155
7 C 2.745 1.960 0.464
8 C 1.509 1.684 1.161
9 C 1.329 2.159 2.586
10 O 0.556 1.064 0.667
11 C 2.890 1.659 -0.924
12 O 1.932 1.229 -1.661
13 C 4.158 1.882 -1.527
14 H 7.724 2.355 -2.850
15 H 6.068 2.754 -3.360
16 H 6.445 1.120 -2.769
17 H 5.898 3.142 1.098
18 H 3.740 2.761 2.203
19 H 2.029 1.644 3.247
20 H 0.313 1.927 2.895
21 H 1.507 3.232 2.675
22 H 4.236 1.617 -2.571
23 O -3.873 5.472 -3.391
24 C -3.697 5.863 -2.035
25 C -2.657 4.965 -1.358
26 C -2.668 5.386 0.125
27 O -1.476 5.157 0.848
28 C -3.089 3.504 -1.535
29 Se -1.765 2.263 -0.805
30 C -1.289 5.224 -2.017
31 Se 0.043 3.805 -1.818
32 H -4.506 6.065 -3.804
33 H -4.645 5.783 -1.487
34 H -3.358 6.904 -1.976
35 H -3.527 4.906 0.611
36 H -2.828 6.467 0.179
37 H -1.270 4.212 0.798
38 H -3.237 3.276 -2.589
39 H -4.020 3.315 -1.002
40 H -0.838 6.133 -1.619
41 H -1.427 5.337 -3.093
42 C -2.017 -1.789 3.976
43 C -0.606 -2.208 4.378
44 C 0.196 -2.878 3.261
45 C 0.613 -1.935 2.123
46 Ge -0.561 -1.740 0.543
47 C -1.364 -3.469 0.006
48 C -2.543 -3.988 0.834
49 C -3.815 -3.160 0.684
50 C -4.988 -3.756 1.453
51 H -2.539 -1.306 4.805
52 H -2.609 -2.655 3.669
53 H -2.001 -1.091 3.137
54 H -0.662 -2.889 5.233
55 H -0.052 -1.328 4.723
56 H -0.375 -3.727 2.870
57 H 1.096 -3.314 3.704
58 H 1.571 -2.248 1.713
59 H 0.773 -0.922 2.510
60 H -1.747 -0.820 0.931
61 H -0.569 -4.211 -0.014
62 H -1.677 -3.333 -1.033
63 H -2.281 -4.037 1.896
64 H -2.768 -5.021 0.538
65 H -4.066 -3.081 -0.379
66 H -3.630 -2.138 1.027
67 H -5.218 -4.765 1.100
68 H -5.891 -3.150 1.349
69 H -4.758 -3.827 2.520
70 Se -0.479 -1.253 -2.900
71 F 0.868 -7.326 -2.903
72 C 1.335 -6.125 -2.538
73 C 1.461 -5.804 -1.204
74 F 1.111 -6.702 -0.271
75 C 1.947 -4.562 -0.840
76 F 2.047 -4.316 0.471
77 C 2.311 -3.599 -1.772
78 Se 2.936 -1.865 -1.280
79 C 2.184 -3.963 -3.108
80 F 2.529 -3.118 -4.081
81 C 1.705 -5.201 -3.495
82 F 1.597 -5.518 -4.793

Output
calculated total energy	-374216.1611	eV
multiplicity	6
energy above the lowest of the compared OMol25 structures with the same formula, charge and spin	0.34	kcal/mol
maximum force	0.0202	Eh/bohr
gap between HOMO and LUMO (spin up / spin down)	5.8061 / 5.0243	eV
net charge	-1

=====

C5H8O in the gas phase. Source: the OMol25 dataset; level of theory: the ωB97M-V functional and the def2-TZVPD basis.

Positions of all 14 atoms, in Å:
1 C 2.239 -0.605 -0.012
2 C 1.008 0.425 -0.141
3 C -0.290 -0.238 0.119
4 C -1.397 0.594 0.136
5 C -2.786 0.161 -0.051
6 O -3.037 -1.007 -0.029
7 H 3.200 -0.131 -0.077
8 H 2.278 -0.945 1.164
9 H 2.025 -1.531 -0.644
10 H 1.159 1.144 0.673
11 H 0.974 0.859 -1.124
12 H -0.459 -1.301 -0.044
13 H -1.347 1.641 0.030
14 H -3.569 0.932 -0.001

Output
calculated total energy	-7360.2107	eV
energy above the lowest of the compared OMol25 structures with the same formula, charge and spin	47.15	kcal/mol
maximum force	0.0775	Eh/bohr
SMILES string	CC/C=C/C=O
gap between HOMO and LUMO	9.6721	eV

=====

A molecular structure, C27H31N8O2PPt. Source: the OMol25 dataset; level of theory: the ωB97M-V functional and the def2-TZVPD basis.

Positions of all 70 atoms, in Å:
1 Pt 0.038 -0.046 0.003
2 C -4.429 0.561 1.350
3 O -3.488 0.566 2.462
4 C -2.310 0.285 1.941
5 N -2.226 0.016 0.700
6 C -3.597 0.068 0.137
7 C -3.755 0.907 -1.120
8 C -2.749 0.994 -2.076
9 C -2.932 1.731 -3.237
10 C -4.137 2.381 -3.466
11 C -5.159 2.272 -2.536
12 C -4.969 1.541 -1.371
13 C -1.130 0.261 2.830
14 C -1.187 0.273 4.214
15 C 0.006 0.187 4.919
16 C 1.213 0.103 4.236
17 C 1.181 0.113 2.852
18 N 0.030 0.186 2.187
19 C 2.374 0.058 1.980
20 N 2.306 0.273 0.725
21 C 3.687 0.169 0.189
22 C 4.488 -0.326 1.420
23 O 3.542 -0.225 2.525
24 C 3.845 -0.684 -1.055
25 C 5.044 -1.362 -1.263
26 C 5.246 -2.109 -2.415
27 C 4.254 -2.185 -3.381
28 C 3.065 -1.492 -3.196
29 C 2.868 -0.742 -2.045
30 H -4.796 1.575 1.228
31 H -5.248 -0.099 1.616
32 H -3.882 -0.957 -0.115
33 H -1.819 0.464 -1.935
34 H -2.138 1.789 -3.972
35 H -4.283 2.953 -4.373
36 H -6.113 2.753 -2.717
37 H -5.790 1.448 -0.669
38 H -2.141 0.343 4.720
39 H -0.004 0.186 6.001
40 H 2.158 0.035 4.757
41 H 4.013 1.181 -0.068
42 H 5.343 0.296 1.661
43 H 4.795 -1.366 1.344
44 H 5.837 -1.304 -0.525
45 H 6.184 -2.630 -2.559
46 H 4.411 -2.764 -4.281
47 H 2.299 -1.523 -3.961
48 H 1.951 -0.181 -1.942
49 N -1.302 5.077 0.762
50 N -0.559 4.060 0.233
51 N 0.635 4.264 -0.274
52 C 1.003 3.031 -0.580
53 N 0.044 2.149 -0.274
54 N -0.957 2.829 0.274
55 H -0.942 5.964 0.441
56 H -2.284 4.937 0.578
57 H 1.934 2.787 -1.064
58 C -1.137 -3.116 1.017
59 P 0.051 -2.371 -0.134
60 C -0.373 -3.087 -1.742
61 C 1.638 -3.126 0.304
62 H -0.996 -4.198 1.045
63 H -2.154 -2.900 0.689
64 H -0.997 -2.715 2.022
65 H -0.453 -4.170 -1.637
66 H 0.398 -2.853 -2.475
67 H -1.326 -2.687 -2.089
68 H 1.537 -4.212 0.305
69 H 1.944 -2.801 1.300
70 H 2.402 -2.835 -0.419

Output
calculated total energy	-57038.6141	eV
multiplicity	3
maximum force	0.0091	Eh/bohr
gap between HOMO and LUMO (spin up / spin down)	7.3878 / 7.0119	eV
net charge	+2

=====

A molecular structure, C28H37AgN9O5S2. Source: the OMol25 dataset; level of theory: the ωB97M-V functional and the def2-TZVPD basis.

Positions of all 82 atoms, in Å:
1 Ag -0.571 -1.431 0.710
2 C 3.130 1.542 -1.873
3 N 1.719 1.419 -2.252
4 C 1.170 2.473 -3.083
5 C -0.270 2.428 -2.686
6 N -0.429 1.017 -2.471
7 C -1.765 0.529 -2.224
8 C 0.750 0.433 -1.988
9 N 0.801 -0.707 -1.469
10 C 2.142 -1.355 -1.364
11 C 2.086 -2.650 -0.622
12 N 1.452 -2.594 0.641
13 C 2.048 -2.749 1.745
14 N 1.408 -2.912 2.923
15 C 0.131 -3.653 3.034
16 C 2.279 -3.254 3.984
17 C 3.655 -2.899 3.437
18 N 3.483 -2.732 1.999
19 C 4.240 -1.709 1.247
20 H 3.863 1.019 -2.557
21 H 3.403 1.151 -0.884
22 H 3.266 2.623 -1.900
23 H 1.366 2.390 -4.132
24 H 1.547 3.416 -2.802
25 H -0.893 2.727 -3.518
26 H -0.485 3.098 -1.845
27 H -2.418 0.661 -3.132
28 H -2.145 1.178 -1.441
29 H -1.735 -0.574 -2.038
30 H 2.863 -0.717 -0.886
31 H 2.617 -1.593 -2.343
32 H 3.086 -3.060 -0.542
33 H 1.523 -3.385 -1.211
34 H -0.657 -3.236 2.362
35 H -0.179 -3.503 4.050
36 H 0.300 -4.725 2.772
37 H 2.249 -4.329 4.120
38 H 2.091 -2.817 4.984
39 H 4.487 -3.602 3.652
40 H 3.902 -1.923 3.834
41 H 3.643 -0.952 0.790
42 H 4.976 -2.163 0.540
43 H 4.888 -1.144 1.945
44 O 3.460 2.800 1.710
45 C 2.328 3.429 1.361
46 C 2.369 4.851 1.214
47 C 1.258 5.588 0.776
48 C 0.031 4.946 0.565
49 C -0.033 3.595 0.779
50 C 1.126 2.819 1.029
51 C 1.000 1.275 1.307
52 O -0.140 0.737 1.182
53 O 2.054 0.644 1.613
54 H 3.228 1.826 1.856
55 H 3.223 5.444 1.455
56 H 1.343 6.690 0.797
57 H -0.835 5.532 0.375
58 H -0.983 3.034 0.674
59 N -5.010 3.788 -0.987
60 C -4.628 2.485 -0.606
61 C -4.906 1.371 -1.426
62 C -4.771 0.065 -0.926
63 C -4.310 -0.153 0.323
64 C -3.894 0.940 1.146
65 C -4.109 2.222 0.675
66 S -4.049 -1.854 0.811
67 O -3.855 -1.833 2.240
68 O -5.280 -2.459 0.356
69 N -2.643 -2.315 0.194
70 C -2.385 -3.232 -0.790
71 S -3.677 -3.783 -1.940
72 C -2.439 -4.727 -2.730
73 C -1.264 -4.496 -2.193
74 N -1.193 -3.688 -1.070
75 H -5.126 3.943 -1.983
76 H -4.422 4.540 -0.587
77 H -5.336 1.572 -2.353
78 H -4.868 -0.809 -1.527
79 H -3.427 0.743 2.112
80 H -3.879 3.067 1.248
81 H -2.649 -5.402 -3.583
82 H -0.328 -4.936 -2.604

Output
calculated total energy	-78955.9934	eV
energy above the lowest of the compared OMol25 structures with the same formula, charge and spin	0.00	kcal/mol
maximum force	0.0549	Eh/bohr
gap between HOMO and LUMO	7.4507	eV
net charge	-1